Density functional theory data (the ωB97M-V functional and the def2-TZVPD basis) for a molecular structure, C22H16N4O2Pd.

For the orbital gap (alpha / beta), the calculation gives 4.767 / 4.771 eV. The multiplicity is 1. As for the charge: +2.

Last column: natural (NBO) charge in e.
Positions of all 45 atoms, in Å:
Pd: -0.976 -0.463 0.217  0.969
C: -1.085 -0.386 -4.116  -0.246
C: -0.769 -0.739 -2.799  0.210
N: -1.245 -0.079 -1.748  -0.464
C: -2.020 1.006 -1.928  0.309
C: -2.432 1.387 -3.221  -0.183
C: -1.945 0.651 -4.329  -0.043
C: -3.298 2.479 -3.351  0.083
C: -3.739 3.184 -2.237  -0.241
C: -3.309 2.851 -0.972  -0.081
C: -2.411 1.775 -0.763  0.067
N: -1.815 1.365 0.387  -0.273
C: -1.978 1.762 1.679  0.069
C: -2.732 2.847 2.186  -0.081
C: -2.702 3.172 3.524  -0.220
C: -1.900 2.465 4.409  0.011
C: -1.121 1.385 3.974  -0.160
C: -0.229 0.689 4.827  -0.039
C: 0.569 -0.280 4.299  -0.247
C: 0.412 -0.633 2.951  0.198
N: -0.505 -0.072 2.168  -0.480
C: -1.199 0.995 2.623  0.303
H: -0.665 -0.954 -4.933  0.269
H: -0.110 -1.565 -2.592  0.250
H: -2.246 0.931 -5.330  0.255
H: -3.628 2.773 -4.341  0.242
H: -4.417 4.017 -2.358  0.263
H: -3.680 3.458 -0.170  0.230
H: -3.331 3.476 1.558  0.229
H: -3.289 4.009 3.876  0.263
H: -1.858 2.758 5.451  0.255
H: -0.161 0.966 5.871  0.253
H: 1.308 -0.796 4.894  0.269
H: 1.033 -1.390 2.509  0.263
O: -1.972 -2.680 -1.912  -0.615
C: -1.498 -3.184 -0.915  0.696
C: -1.444 -4.667 -0.641  -0.515
C: -0.905 -4.775 0.776  -0.517
C: -0.689 -3.345 1.209  0.701
O: -0.378 -2.998 2.324  -0.609
N: -0.943 -2.472 0.149  -0.691
H: -0.806 -5.132 -1.393  0.259
H: -2.442 -5.082 -0.768  0.263
H: 0.043 -5.307 0.854  0.262
H: -1.594 -5.246 1.475  0.262

---

Density functional theory data (the ωB97M-V functional and the def2-TZVPD basis) for a molecular structure, C22H17N4O6PtS3.

For the orbital gap (alpha / beta), the calculation gives 4.916 / 4.915 eV. The relative energy (zero: lowest compared OMol25 entry of this formula, charge and spin) is 70.7 kcal per mole. The multiplicity is 1. As for the charge: +1.

Last column: natural (NBO) charge in e.
Positions of all 53 atoms, in Å:
Pt: 0.935 -0.481 -0.456  1.009
S: 2.045 2.855 0.121  -0.026
C: 2.064 1.686 1.350  -0.039
C: 2.451 2.126 2.644  0.120
C: 2.485 1.248 3.733  -0.330
C: 2.205 -0.065 3.538  0.122
C: 1.919 -0.603 2.193  0.146
N: 1.718 0.412 1.144  -0.533
H: 2.693 3.173 2.766  0.264
H: 2.742 1.617 4.717  0.258
H: 2.224 -0.790 4.343  0.251
H: 2.832 -1.169 1.906  0.260
C: -2.603 3.278 1.521  -0.164
C: -2.129 2.031 1.913  -0.207
C: -1.389 1.259 1.038  -0.204
C: -1.111 1.738 -0.246  0.045
C: -1.631 2.972 -0.656  -0.118
C: -2.363 3.734 0.230  -0.219
N: -0.268 1.007 -1.089  -0.123
N: -0.269 1.295 -2.310  -0.109
C: 0.773 0.893 -3.100  0.253
C: 0.693 1.040 -4.490  -0.171
C: 1.751 0.613 -5.264  -0.165
C: 2.881 0.083 -4.654  -0.197
C: 2.896 -0.011 -3.266  0.062
N: 1.880 0.387 -2.529  -0.481
H: -3.164 3.887 2.216  0.230
H: -2.341 1.659 2.907  0.223
H: -1.028 0.285 1.340  0.239
H: -1.416 3.315 -1.658  0.235
H: -2.734 4.701 -0.081  0.233
H: -0.204 1.471 -4.913  0.242
H: 1.701 0.681 -6.342  0.239
H: 3.729 -0.253 -5.233  0.239
H: 3.749 -0.424 -2.739  0.211
O: -1.159 -3.634 -2.623  -0.871
S: -0.531 -2.961 -1.547  2.420
O: 0.365 -3.801 -0.697  -0.919
O: 0.153 -1.703 -1.973  -0.967
C: -1.639 -2.486 -0.256  -0.284
C: -3.007 -2.330 -0.334  -0.187
C: -3.723 -2.189 0.849  -0.178
C: -3.071 -2.229 2.074  -0.182
C: -1.691 -2.373 2.148  -0.190
C: -0.986 -2.483 0.965  -0.242
S: 0.811 -2.811 1.003  2.311
O: 1.117 -3.946 1.789  -0.856
O: 0.852 -1.484 2.222  -0.739
O: 1.904 -2.203 0.190  -0.894
H: -3.499 -2.351 -1.297  0.252
H: -4.798 -2.085 0.809  0.238
H: -3.641 -2.165 2.991  0.237
H: -1.171 -2.416 3.093  0.255

---

Density functional theory data (the ωB97M-V functional and the def2-TZVPD basis) for a molecular structure, C22H17N4O7RuS3.

Its expectation value of S² is 8.762. For the orbital gap (alpha / beta), the calculation gives 7.616 / 6.696 eV. The relative energy (zero: lowest compared OMol25 entry of this formula, charge and spin) is 0.0 kcal per mole. The multiplicity is 6. As for the charge: 0.

Last column: natural (NBO) charge in e.
Positions of all 54 atoms, in Å:
Ru: -0.539 0.202 0.288  1.646
O: -1.718 1.452 1.587  -0.602
N: -1.989 0.985 2.800  0.011
C: -2.233 1.903 3.762  0.035
C: -2.545 1.518 5.033  -0.259
C: -2.604 0.150 5.325  -0.161
C: -2.350 -0.764 4.337  -0.225
C: -2.034 -0.351 3.030  0.034
S: -1.746 -1.441 1.738  -0.144
H: -2.153 2.925 3.426  0.240
H: -2.733 2.271 5.782  0.235
H: -2.843 -0.185 6.325  0.228
H: -2.379 -1.826 4.525  0.241
O: -1.438 1.602 -1.168  -0.632
C: -2.427 1.364 -1.870  0.464
C: -2.824 0.089 -2.384  -0.330
C: -3.892 0.085 -3.298  -0.103
C: -4.261 -1.076 -3.914  -0.003
C: -3.598 -2.287 -3.637  -0.141
C: -2.573 -2.312 -2.740  -0.291
C: -2.142 -1.130 -2.066  0.472
O: -1.178 -1.209 -1.232  -0.724
N: -5.355 -1.060 -4.881  0.525
O: -5.642 -2.111 -5.423  -0.386
O: -5.922 -0.003 -5.082  -0.392
H: -3.057 2.219 -2.159  0.148
H: -4.415 1.003 -3.532  0.245
H: -3.921 -3.185 -4.144  0.249
H: -2.055 -3.230 -2.504  0.234
O: 5.187 0.163 0.631  -0.681
C: 4.738 0.156 1.898  0.354
C: 5.698 0.137 2.911  -0.281
C: 5.319 0.128 4.236  -0.168
C: 3.971 0.136 4.589  -0.270
C: 3.018 0.155 3.593  -0.154
C: 3.373 0.167 2.241  -0.173
C: 2.289 0.188 1.233  0.598
O: 1.074 0.202 1.657  -0.755
N: 2.616 0.187 -0.036  -0.488
N: 1.505 0.218 -0.870  -0.426
C: 1.807 0.155 -2.115  -0.049
S: 0.608 0.132 -3.386  0.319
C: 1.783 0.593 -4.683  -0.531
C: 3.079 -0.138 -4.400  -0.543
S: 3.477 0.093 -2.647  0.320
H: 4.402 0.173 0.038  0.510
H: 6.739 0.130 2.620  0.223
H: 6.080 0.112 5.006  0.211
H: 3.676 0.126 5.628  0.211
H: 1.964 0.158 3.835  0.227
H: 1.928 1.673 -4.678  0.225
H: 1.346 0.292 -5.634  0.240
H: 3.905 0.271 -4.980  0.240
H: 2.983 -1.203 -4.611  0.226

---

Density functional theory data (the ωB97M-V functional and the def2-TZVPD basis) for a molecular structure, C22H18Cl2N3O2SW.

For the orbital gap (alpha / beta), the calculation gives 5.877 / 5.876 eV. The multiplicity is 1. As for the charge: +3.

Last column: natural (NBO) charge in e.
Positions of all 49 atoms, in Å:
W: 0.243 -0.120 -0.184  1.674
Cl: -0.456 1.168 1.865  0.208
C: 0.900 0.499 2.870  -0.338
Cl: 1.894 -0.457 1.718  0.187
H: 0.496 -0.150 3.638  0.287
H: 1.489 1.332 3.240  0.296
O: 1.980 0.144 -1.237  -0.863
S: 1.731 -0.894 -2.363  2.287
O: 1.111 -0.371 -3.527  -0.829
N: 0.735 -1.711 -1.347  -0.876
C: -0.285 -2.612 -1.754  0.149
C: -0.319 -3.464 -2.821  -0.165
C: -1.431 -4.328 -2.976  -0.161
C: -2.456 -4.334 -2.071  -0.154
C: -2.438 -3.432 -0.974  -0.013
C: -3.454 -3.333 -0.005  -0.015
C: -3.358 -2.389 0.993  -0.255
C: -2.274 -1.522 1.017  0.107
N: -1.275 -1.596 0.124  -0.513
C: -1.349 -2.561 -0.858  0.110
C: 3.119 -1.785 -2.722  -0.396
C: 3.530 -1.743 -4.062  -0.139
C: 4.656 -2.466 -4.412  -0.192
C: 5.334 -3.202 -3.449  -0.089
C: 4.909 -3.233 -2.118  -0.180
C: 3.793 -2.523 -1.735  -0.174
H: 0.501 -3.511 -3.528  0.254
H: -1.451 -5.005 -3.819  0.267
H: -3.290 -5.014 -2.182  0.262
H: -4.310 -3.996 -0.049  0.267
H: -4.117 -2.292 1.757  0.278
H: -2.214 -0.761 1.778  0.221
H: 2.990 -1.157 -4.792  0.266
H: 5.006 -2.449 -5.435  0.264
H: 6.213 -3.765 -3.736  0.260
H: 5.458 -3.813 -1.389  0.257
H: 3.457 -2.545 -0.707  0.226
N: -0.737 0.840 -1.266  -0.323
C: -1.499 1.552 -2.129  -0.012
C: -1.304 2.945 -2.232  -0.125
C: -2.076 3.650 -3.123  -0.196
C: -3.027 2.976 -3.893  -0.056
C: -3.216 1.593 -3.792  -0.215
C: -2.450 0.866 -2.914  -0.088
H: -0.556 3.435 -1.623  0.239
H: -1.949 4.718 -3.230  0.265
H: -3.631 3.540 -4.592  0.259
H: -3.957 1.103 -4.408  0.260
H: -2.555 -0.207 -2.822  0.221

---

Density functional theory data (the ωB97M-V functional and the def2-TZVPD basis) for a molecular structure, C22H18Cl3N5O2RuS.

Its expectation value of S² is 0.755. For the orbital gap (alpha / beta), the calculation gives 7.586 / 7.268 eV. The relative energy (zero: lowest compared OMol25 entry of this formula, charge and spin) is 0.2 kcal per mole. The multiplicity is 2. As for the charge: +1.

Last column: natural (NBO) charge in e.
Positions of all 52 atoms, in Å:
Ru: -0.452 -0.171 0.355  0.801
C: -4.277 -2.317 0.228  -0.237
C: -3.318 -1.301 0.288  0.090
N: -2.021 -1.554 0.381  -0.385
C: -1.622 -2.855 0.423  0.126
C: -2.515 -3.928 0.373  0.003
C: -3.882 -3.627 0.269  -0.131
C: -1.998 -5.268 0.433  -0.182
C: -0.675 -5.499 0.546  -0.170
C: 0.263 -4.414 0.605  -0.092
C: 1.653 -4.584 0.741  -0.103
C: 2.462 -3.481 0.806  -0.237
C: 1.894 -2.203 0.719  0.115
N: 0.597 -2.022 0.572  -0.435
C: -0.215 -3.105 0.532  0.226
H: -5.320 -2.048 0.150  0.245
H: -3.600 -0.258 0.261  0.238
H: -4.608 -4.430 0.227  0.236
H: -2.699 -6.091 0.390  0.232
H: -0.294 -6.511 0.595  0.234
H: 2.068 -5.583 0.797  0.235
H: 3.533 -3.573 0.915  0.246
H: 2.509 -1.317 0.762  0.233
S: -1.767 1.636 -0.142  0.066
C: -1.463 1.056 -1.781  0.091
C: -1.863 1.564 -3.006  -0.264
C: -1.465 0.879 -4.142  -0.125
C: -0.689 -0.271 -4.033  -0.249
C: -0.315 -0.709 -2.778  0.085
N: -0.707 -0.050 -1.688  -0.431
H: -2.455 2.466 -3.057  0.245
H: -1.755 1.244 -5.118  0.235
H: -0.363 -0.811 -4.909  0.238
H: 0.326 -1.565 -2.623  0.228
C: 0.189 0.125 5.822  -0.395
N: 0.391 0.924 4.616  -0.448
C: 1.321 2.056 4.676  -0.397
C: 0.054 0.455 3.443  0.606
N: -0.246 0.086 2.393  -0.432
H: -0.163 0.775 6.621  0.220
H: 1.122 -0.351 6.130  0.205
H: -0.561 -0.638 5.633  0.223
H: 0.969 2.764 5.425  0.217
H: 1.355 2.547 3.706  0.235
H: 2.323 1.712 4.940  0.206
Cl: 4.704 1.361 -1.288  0.060
C: 3.147 1.940 -0.709  -0.203
Cl: 2.463 3.115 -1.855  0.039
Cl: 3.365 2.715 0.868  0.031
C: 2.121 0.767 -0.664  0.738
O: 2.213 -0.145 -1.456  -0.637
O: 1.244 0.918 0.264  -0.672

---

Density functional theory data (the ωB97M-V functional and the def2-TZVPD basis) for a single C22H18ClN3O4S2 molecule.

For the orbital gap, the calculation gives 6.890 eV. The SMILES is COCCN1C(=O)/C(=C2/C(=O)N(CC(=O)Nc3ccccc3Cl)c3ccccc32)SC1=S. The multiplicity is 1. As for the charge: 0.

Last column: natural (NBO) charge in e.
Positions of all 50 atoms, in Å:
C: 1.124 3.123 -7.616  -0.244
H: 0.146 3.616 -7.664  0.167
O: 1.650 3.161 -6.314  -0.535
C: 0.834 2.511 -5.374  -0.066
C: 1.498 2.659 -4.003  -0.246
N: 0.754 1.964 -2.978  -0.455
C: -0.333 2.506 -2.367  -0.109
S: -0.928 3.995 -2.661  -0.041
S: -1.029 1.385 -1.193  0.495
C: 0.184 0.194 -1.569  -0.219
C: 0.186 -1.002 -0.926  -0.109
C: 0.997 -2.190 -0.912  -0.046
C: 2.136 -2.574 -1.605  -0.169
C: 2.694 -3.811 -1.321  -0.236
C: 2.138 -4.647 -0.363  -0.166
C: 0.995 -4.281 0.341  -0.257
C: 0.432 -3.059 0.051  0.179
N: -0.705 -2.467 0.600  -0.405
C: -0.880 -1.229 0.074  0.657
O: -1.757 -0.431 0.379  -0.615
C: -1.577 -3.034 1.596  -0.308
H: -2.586 -2.645 1.422  0.243
H: -1.582 -4.121 1.505  0.237
C: -1.129 -2.656 3.021  0.673
O: -0.769 -3.490 3.818  -0.593
N: -1.188 -1.319 3.223  -0.648
C: -0.821 -0.598 4.360  0.201
C: -0.497 -1.203 5.571  -0.259
C: -0.156 -0.434 6.668  -0.183
C: -0.133 0.947 6.580  -0.222
C: -0.449 1.565 5.381  -0.215
C: -0.787 0.799 4.281  -0.085
Cl: -1.169 1.587 2.776  0.011
H: -0.432 2.639 5.294  0.229
H: 0.130 1.547 7.437  0.218
H: 0.091 -0.921 7.599  0.217
H: -0.514 -2.278 5.638  0.257
H: -1.510 -0.733 2.453  0.438
H: 0.580 -4.930 1.095  0.229
H: 2.598 -5.600 -0.155  0.219
H: 3.580 -4.126 -1.850  0.219
H: 2.570 -1.919 -2.342  0.255
C: 1.106 0.681 -2.606  0.656
O: 2.040 0.084 -3.087  -0.554
H: 1.561 3.718 -3.746  0.236
H: 2.499 2.224 -4.042  0.241
H: -0.170 2.963 -5.356  0.178
H: 0.730 1.443 -5.625  0.165
H: 1.016 2.090 -7.971  0.165
H: 1.831 3.653 -8.250  0.196

---

Density functional theory data (the ωB97M-V functional and the def2-TZVPD basis) for a single C22H18FN3O2 molecule.

For the orbital gap, the calculation gives 9.354 eV. The relative energy (zero: lowest compared OMol25 entry of this formula, charge and spin) is 6.6 kcal per mole. The SMILES is Cc1cccc(CNC(=O)c2ccc3nc(Cc4ccccc4F)oc3c2)n1. The multiplicity is 1. As for the charge: 0.

Last column: natural (NBO) charge in e.
Positions of all 46 atoms, in Å:
C: 3.434 2.444 -0.575  -0.643
C: 3.482 2.166 -2.045  0.236
N: 2.439 1.536 -2.568  -0.480
C: 2.428 1.251 -3.864  0.221
C: 3.473 1.596 -4.712  -0.259
C: 4.565 2.256 -4.173  -0.148
C: 4.575 2.546 -2.819  -0.271
H: 5.410 3.057 -2.365  0.218
H: 5.398 2.538 -4.800  0.218
H: 3.428 1.350 -5.761  0.220
C: 1.201 0.544 -4.381  -0.262
N: 0.406 0.042 -3.290  -0.605
C: -0.012 -1.242 -3.232  0.660
O: 0.049 -1.999 -4.182  -0.626
C: -0.608 -1.644 -1.921  -0.129
C: -0.116 -1.148 -0.718  -0.252
C: -0.721 -1.616 0.430  0.295
C: -1.784 -2.543 0.410  0.060
C: -2.257 -3.040 -0.797  -0.203
C: -1.649 -2.582 -1.946  -0.170
H: -1.964 -2.946 -2.912  0.236
H: -3.060 -3.758 -0.820  0.229
N: -2.147 -2.794 1.714  -0.452
C: -1.358 -2.074 2.431  0.542
O: -0.459 -1.328 1.733  -0.441
C: -1.370 -1.966 3.913  -0.484
C: -2.195 -0.769 4.324  -0.086
C: -3.337 -0.911 5.101  0.403
C: -4.113 0.171 5.476  -0.273
C: -3.746 1.438 5.062  -0.193
C: -2.611 1.609 4.287  -0.222
C: -1.845 0.515 3.924  -0.184
H: -0.960 0.650 3.320  0.221
H: -2.320 2.597 3.964  0.216
H: -4.345 2.290 5.345  0.218
H: -4.990 0.006 6.082  0.231
F: -3.703 -2.139 5.522  -0.325
H: -1.803 -2.877 4.324  0.266
H: -0.345 -1.845 4.269  0.241
H: 0.717 -0.465 -0.668  0.226
H: 0.447 0.610 -2.457  0.419
H: 0.613 1.247 -4.988  0.208
H: 1.473 -0.303 -5.018  0.247
H: 3.653 3.491 -0.377  0.222
H: 2.450 2.201 -0.184  0.228
H: 4.177 1.839 -0.057  0.225

---

Density functional theory data (the ωB97M-V functional and the def2-TZVPD basis) for a gas-phase ion, C22H18N (charge +1).

For the orbital gap, the calculation gives 7.811 eV. The SMILES is Cc1cccc2cc(-c3ccccc3)c(-c3ccccc3)c[n+]12. The multiplicity is 1. As for the charge: +1.

Last column: natural (NBO) charge in e.
Positions of all 41 atoms, in Å:
C: -2.387 0.062 -4.165  -0.207
C: -0.382 -4.458 -0.468  -0.181
C: -2.933 -0.318 -2.944  -0.185
C: -1.113 0.666 -4.289  -0.186
C: -0.841 -3.944 0.723  -0.210
C: 0.112 -3.735 -1.496  -0.200
C: -2.162 -0.053 -1.742  -0.191
C: -0.325 0.846 -3.129  -0.214
C: -0.699 -2.535 0.952  -0.202
C: 0.249 -2.272 -1.306  -0.152
C: 1.696 3.999 2.289  -0.149
C: 2.054 3.027 3.252  -0.203
C: -0.908 0.567 -1.858  -0.079
C: -0.121 -1.651 -0.043  -0.045
C: -0.149 0.760 -0.598  0.011
C: 0.220 -0.319 0.248  -0.016
C: 1.077 3.572 1.126  -0.178
C: 0.229 1.955 -0.335  -0.133
C: 0.853 0.054 1.464  0.013
C: 1.622 1.673 3.047  0.251
C: 0.860 2.248 0.857  0.157
N: 1.116 1.345 1.810  -0.279
C: 1.666 0.598 4.163  -0.662
H: -2.770 -0.116 -5.130  0.225
H: -0.481 -5.583 -0.588  0.227
H: -3.861 -0.932 -3.066  0.239
H: -0.604 0.814 -5.270  0.230
H: -1.326 -4.515 1.520  0.236
H: 0.232 -4.194 -2.443  0.232
H: -2.462 -0.464 -0.798  0.222
H: 0.708 1.058 -3.165  0.215
H: -0.981 -2.125 1.991  0.214
H: 0.739 -1.830 -2.060  0.207
H: 1.728 5.080 2.363  0.253
H: 2.501 3.209 4.250  0.255
H: 0.808 4.350 0.353  0.247
H: 0.092 2.770 -1.093  0.251
H: 0.899 -0.712 2.235  0.241
H: 1.992 1.006 5.114  0.256
H: 2.434 -0.128 3.954  0.248
H: 0.618 0.225 4.277  0.243

---

> Number 5 is which compound?

C22H18Cl3N5O2RuS